No. 1
100
Properties=species:S:1:pos:R:3 method="wB97M-V/def2-TZVPD" spin_multiplicity=3 gap_ev="7.02 / 7.67" de_lowest_kj_mol=0.0 lumo_energy_ev="-3.46 / -3.01" total_charge=+1 s_squared=2.0384 e_homo_ev="-10.479 / -10.682"
Mo 0.4285 -0.0906 0.0081
Cl -3.1211 6.7459 -0.3195
C -2.2829 5.2338 -0.2732
C -0.9310 5.1931 -0.5630
C -0.2700 3.9753 -0.5434
Cl 1.4192 3.9468 -0.8908
C -0.9446 2.7949 -0.2435
O -0.3019 1.6175 -0.2520
C -2.2975 2.8746 0.0818
Cl -3.1657 1.4512 0.5410
C -2.9746 4.0814 0.0600
H -0.3883 6.0962 -0.8010
H -4.0272 4.1183 0.2993
C 6.0321 -0.0683 3.1597
C 4.7178 0.5087 2.7080
C 4.1197 1.5550 3.4036
C 2.9351 2.1282 2.9586
C 2.2811 3.2449 3.7282
C 2.3794 1.6714 1.7714
C 2.9604 0.6325 1.0482
C 4.1077 0.0283 1.5571
N 2.3144 0.1783 -0.1442
C 3.0086 -0.0859 -1.4505
C 4.5331 -0.0245 -1.3905
C 2.5901 -1.4733 -1.9476
C 2.5410 0.9615 -2.4661
H 6.1769 0.0607 4.2315
H 6.8569 0.4366 2.6530
H 6.1023 -1.1301 2.9251
H 4.5860 1.9246 4.3108
H 2.9598 4.0900 3.8479
H 1.9954 2.9152 4.7297
H 1.3853 3.6020 3.2192
H 1.4834 2.1539 1.4015
H 4.5250 -0.8400 1.0692
H 4.9676 -0.9245 -0.9598
H 4.8862 0.8400 -0.8300
H 4.9003 0.0658 -2.4133
H 2.7938 -2.2408 -1.2019
H 3.1392 -1.7150 -2.8585
H 1.5207 -1.5058 -2.1891
H 2.9613 1.9401 -2.2364
H 1.4498 1.0566 -2.4789
H 2.8713 0.6741 -3.4648
C -1.4566 -1.5816 -5.8090
C -2.8217 -2.0299 -5.2990
C -2.9699 -1.8837 -3.7923
N -2.0083 -2.7602 -3.1198
C -1.4237 -2.5483 -1.9580
S -1.8431 -1.1563 -1.0243
N -0.4960 -3.4229 -1.4920
C 0.1184 -4.5614 -2.0762
O 1.2444 -4.8207 -1.7453
C -0.6565 -5.4091 -3.0256
C -0.0081 -5.8969 -4.1557
C -0.6924 -6.7164 -5.0394
C -2.0111 -7.0685 -4.7805
C -2.6453 -6.6165 -3.6299
C -1.9684 -5.7881 -2.7485
H -1.3937 -1.6910 -6.8908
H -0.6472 -2.1708 -5.3731
H -1.2770 -0.5320 -5.5687
H -3.0023 -3.0732 -5.5789
H -3.6083 -1.4383 -5.7689
H -3.9806 -2.1505 -3.4770
H -2.7818 -0.8603 -3.4735
H -1.8104 -3.6335 -3.5908
H 0.0239 -3.0857 -0.6768
H 1.0238 -5.6230 -4.3318
H -0.1943 -7.0895 -5.9237
H -2.5421 -7.7118 -5.4694
H -3.6635 -6.9132 -3.4177
H -2.4475 -5.4542 -1.8354
F 1.7782 -2.8993 3.2552
B 1.8665 -3.4197 2.0455
F 0.9303 -4.2589 1.6390
F 2.9418 -3.2069 1.3147
F 0.7300 -1.9825 0.3719
C -1.1586 1.4985 6.7309
C -1.5349 1.2363 5.2779
C -0.6772 0.1256 4.6818
S -1.1464 -0.2255 2.9791
O 0.1945 -0.3955 2.2460
C -1.7517 -1.9018 3.1539
C -3.1304 -1.9793 3.7973
C -4.2043 -1.1986 3.0429
H -1.7527 2.3118 7.1448
H -0.1061 1.7733 6.8186
H -1.3249 0.6126 7.3457
H -1.4092 2.1473 4.6880
H -2.5916 0.9614 5.2162
H -0.7461 -0.7944 5.2640
H 0.3729 0.4167 4.6012
H -0.9883 -2.4489 3.7106
H -1.7703 -2.2810 2.1283
H -3.0777 -1.6352 4.8342
H -3.4077 -3.0337 3.8343
H -4.0520 -0.1201 3.1167
H -5.1933 -1.4207 3.4406
H -4.2013 -1.4629 1.9827

***

No. 2
10
Properties=species:S:1:pos:R:3 method="wB97M-V/def2-TZVPD" gap_ev=8.69 smiles="S=C(Cl)Cl.C=C" de_lowest_kj_mol=100.4 lumo_energy_ev=-0.84 total_charge=0 e_homo_ev=-9.525
C -0.2466 0.4751 0.5773
C -0.0523 -0.5568 -0.2152
C 3.4424 0.0903 0.1631
S 4.1638 0.4439 1.5596
Cl 2.9663 1.2690 -0.9786
Cl 3.0614 -1.5024 -0.3218
H -0.4598 0.3550 1.6275
H -0.2100 1.4916 0.2202
H 0.1538 -0.4445 -1.2699
H -0.0949 -1.5740 0.1420

***

No. 3
62
Properties=species:S:1:pos:R:3 method="wB97M-V/def2-TZVPD" gap_ev=8.35 smiles="CCCc1nc2c(sc3nc4c(cc32)COC(C)(C)C4)c(=O)n1CCN(CC)CC" de_lowest_kj_mol=13.1 lumo_energy_ev=0.11 total_charge=0 e_homo_ev=-8.237
C -0.9923 2.3998 2.6600
C -1.1434 1.0043 3.2512
H -1.3291 1.0828 4.3244
H -1.9938 0.5049 2.7889
C 0.1091 0.1528 3.0397
C 0.3003 -0.2594 1.6077
N -0.6799 -0.0594 0.7891
C -0.5300 -0.4480 -0.4963
C 0.6273 -1.0509 -0.9561
C 1.7376 -1.2786 -0.0799
O 2.8067 -1.7781 -0.3668
N 1.4752 -0.8509 1.2428
C 2.5783 -1.0451 2.1651
H 2.2117 -1.2107 3.1763
H 3.1135 -1.9361 1.8288
C 3.5428 0.1535 2.1407
N 4.5720 -0.0319 3.1362
C 5.0734 1.1889 3.7315
C 5.7356 2.1785 2.7650
H 5.0190 2.5405 2.0316
H 6.5600 1.7076 2.2347
H 6.1239 3.0297 3.3180
H 4.2337 1.6844 4.2307
H 5.7908 0.8999 4.5032
C 5.5981 -1.0018 2.7778
C 5.6809 -2.1067 3.8293
H 5.9137 -1.6837 4.8032
H 4.7316 -2.6300 3.9023
H 6.4562 -2.8207 3.5636
H 5.3643 -1.4428 1.8057
H 6.5787 -0.5194 2.6896
H 2.9874 1.0648 2.3791
H 3.9400 0.2554 1.1182
S 0.5855 -1.4632 -2.6467
C -1.0301 -0.8108 -2.7587
N -1.7230 -0.8062 -3.8790
C -2.9350 -0.2770 -3.8512
C -3.5110 0.2601 -2.6870
C -2.7842 0.2438 -1.5107
C -1.5032 -0.2987 -1.5313
H -3.1871 0.6394 -0.5902
C -4.9146 0.8008 -2.7206
O -5.4740 0.9132 -4.0042
C -5.2116 -0.1794 -4.8818
C -5.9544 0.1574 -6.1744
H -7.0258 0.1567 -5.9948
H -5.7191 -0.5700 -6.9457
H -5.6656 1.1479 -6.5144
C -5.7221 -1.5092 -4.3141
H -6.7487 -1.3952 -3.9727
H -5.6944 -2.2703 -5.0889
H -5.1072 -1.8452 -3.4822
C -3.6976 -0.2555 -5.1384
H -3.4373 -1.1344 -5.7277
H -3.3895 0.6293 -5.7029
H -4.9357 1.8150 -2.3078
H -5.5500 0.1671 -2.0776
H 0.0305 -0.7575 3.6429
H 0.9827 0.7073 3.3864
H -0.8349 2.3354 1.5873
H -0.1471 2.9189 3.1083
H -1.8888 2.9866 2.8426

***

No. 4
48
Properties=species:S:1:pos:R:3 method="wB97M-V/def2-TZVPD" spin_multiplicity=2 gap_ev="6.14 / 6.33" de_lowest_kj_mol=3.6 lumo_energy_ev="1.98 / 2.00" total_charge=-1 s_squared=0.7590 e_homo_ev="-4.162 / -4.334"
Ti 0.3481 0.3536 -0.0077
Se 1.7864 2.4898 0.1608
Se 1.7179 1.1304 2.1004
Te 2.6249 -1.0028 1.0574
Se 0.4917 -0.3476 -2.4583
Se -3.4467 -1.9592 2.3061
C -2.0246 -1.2092 1.5609
N -1.0816 -0.7488 1.0521
C -2.3792 -5.6913 0.4300
C -1.3566 -5.7582 -0.6991
C -1.4975 -4.6228 -1.7141
C -1.2005 -3.2437 -1.1283
Ge -1.3651 -1.7890 -2.4425
C -2.9991 -0.7581 -2.0767
C -4.3171 -1.5121 -2.2623
C -4.5490 -2.0742 -3.6647
C -4.4385 -1.0244 -4.7643
H -2.2822 -6.5455 1.1031
H -3.3971 -5.6943 0.0304
H -2.2696 -4.7859 1.0274
H -1.4515 -6.7177 -1.2187
H -0.3456 -5.7306 -0.2796
H -2.5159 -4.6424 -2.1240
H -0.8315 -4.8145 -2.5617
H -0.1913 -3.2169 -0.7089
H -1.8868 -3.0191 -0.3101
H -1.3871 -2.4895 -3.8238
H -2.9705 0.1598 -2.6696
H -2.9034 -0.4492 -1.0332
H -5.1492 -0.8448 -2.0073
H -4.3638 -2.3303 -1.5368
H -5.5412 -2.5345 -3.6995
H -3.8325 -2.8772 -3.8622
H -5.0896 -0.1709 -4.5549
H -4.7228 -1.4331 -5.7359
H -3.4182 -0.6471 -4.8518
O -1.4275 1.6545 -0.0607
N -1.4748 2.8403 -0.6048
C -0.9225 3.0663 -1.8099
C -0.9812 4.3266 -2.3692
C -1.5998 5.3596 -1.6886
C -2.1561 5.0965 -0.4448
C -2.0790 3.8283 0.0809
H -0.4699 2.1947 -2.2691
H -0.5283 4.4784 -3.3385
H -1.6463 6.3528 -2.1128
H -2.6443 5.8699 0.1302
H -2.4650 3.5211 1.0403

***

No. 5
17
Properties=species:S:1:pos:R:3 method="wB97M-V/def2-TZVPD" gap_ev=9.94 smiles="O=C1C[C@@H]2[C@@H]3C[C@@H]3NN12" de_lowest_kj_mol=457.9 lumo_energy_ev=0.84 total_charge=0 e_homo_ev=-9.104
C 2.0571 -0.3961 0.0037
C 1.5694 1.0665 -0.1319
C 0.2240 0.8048 -0.7262
C -1.1743 0.5800 -0.0116
C -1.1773 -0.1367 1.3002
C -1.3463 -0.9929 -0.0697
H 1.5175 1.2699 0.9887
H 2.1008 1.9886 -0.4268
H 0.0912 1.3055 -1.6905
H -1.8766 1.3202 -0.0879
H -0.1392 -0.3420 1.7918
H -2.0627 -0.0436 1.9358
H -2.2678 -1.3385 -0.5789
H -0.8108 -1.6402 -1.5195
N -0.2479 -1.6542 -0.6328
N 0.8457 -0.6616 -0.8339
O 2.6971 -1.1300 0.6894

***

No. 6
13
Properties=species:S:1:pos:R:3 method="wB97M-V/def2-TZVPD" gap_ev=7.59 de_lowest_kj_mol=305.9 lumo_energy_ev=-6.63 total_charge=+1 e_homo_ev=-14.226
C -0.0765 -2.4810 -0.5681
C 0.2713 -1.4347 -0.0658
C 0.0379 0.3259 1.6594
C 0.7139 -0.2646 0.5141
N -0.5619 1.2100 -1.4122
I 2.5401 0.4770 -0.1201
H -0.3909 -3.3941 -0.9944
H 0.1550 1.4081 1.6997
H -1.0116 0.0370 1.6977
H 0.5154 -0.0593 2.5716
H -0.5988 0.6764 -2.2723
H -1.5113 1.4137 -1.1191
H -0.0825 2.0855 -1.5905

***

No. 7
18
Properties=species:S:1:pos:R:3 method="wB97M-V/def2-TZVPD" gap_ev=9.94 smiles="C/C=C/C.CO" de_lowest_kj_mol=120.4 lumo_energy_ev=0.98 total_charge=0 e_homo_ev=-8.962
C 1.4011 0.1217 -2.0320
C 1.4386 0.1681 -0.5308
C -2.1353 0.8300 0.0710
C 0.8573 -0.7273 0.2649
C 0.8457 -0.6768 1.7637
O -2.2154 -0.5092 0.5178
H 2.4107 0.0934 -2.4609
H 0.8561 -0.7622 -2.3816
H 0.9038 1.0098 -2.4444
H 1.9725 1.0083 -0.0806
H -1.8257 1.5208 0.8692
H -1.3658 0.8582 -0.7033
H -3.0869 1.1793 -0.3563
H 0.3097 -1.5563 -0.1869
H -0.1901 -0.6938 2.1210
H 1.3327 0.2280 2.1431
H 1.3578 -1.5439 2.1991
H -2.8669 -0.5480 1.2271

***

No. 8
10
Properties=species:S:1:pos:R:3 method="wB97M-V/def2-TZVPD" gap_ev=9.73 smiles=c1ccnnc1 de_lowest_kj_mol=232.0 lumo_energy_ev=0.32 total_charge=0 e_homo_ev=-9.411
C 0.7178 0.8940 -0.0569
C 1.3134 -0.3835 -0.0726
N 0.6188 -1.4837 -0.3248
N -0.7003 -1.5081 -0.1493
C -1.2416 -0.4123 0.3213
C -0.6496 0.8388 0.1435
H 1.3234 1.7777 -0.2808
H 2.3809 -0.5589 0.0167
H -2.2477 -0.4531 0.7291
H -1.5150 1.2890 -0.3261

***

No. 9
16
Properties=species:S:1:pos:R:3 method="wB97M-V/def2-TZVPD" gap_ev=10.40 smiles="CN1[C@@H](C(F)(F)F)N=C[N+]1=O" de_lowest_kj_mol=459.2 lumo_energy_ev=-5.54 total_charge=+1 e_homo_ev=-15.936
C -0.6011 1.9505 1.6739
C -0.1693 -0.2405 1.4673
C 0.2904 -0.5264 -1.0643
C 1.3461 -0.6374 2.0320
N -0.5635 0.8792 2.2561
N -0.0732 0.2482 0.0629
N -0.2589 1.4874 0.0268
O -0.1601 2.1855 -0.9303
F 2.0169 -1.4443 1.1887
F 2.0047 0.5192 2.0198
F 1.2220 -1.1902 3.1732
H -1.0055 2.8682 1.8198
H -0.8981 -1.1873 1.5433
H -0.1682 -1.4644 -0.8976
H -0.1829 0.1058 -1.8739
H 1.3842 -0.4473 -1.2436

***

No. 10
16
Properties=species:S:1:pos:R:3 method="wB97M-V/def2-TZVPD" gap_ev=7.75 de_lowest_kj_mol=621.7 lumo_energy_ev=0.83 total_charge=0 e_homo_ev=-6.925
C -1.3658 0.0187 -0.0609
C 1.7183 -0.7513 0.9081
C 1.6291 -1.0442 -0.5945
C 1.0290 0.2724 0.0585
C -2.1944 1.2330 0.0151
N -1.4862 -1.1857 -0.0353
O 1.3085 1.5306 -0.1847
H 1.2680 -1.4345 1.6042
H 2.6801 -0.5233 1.2257
H 2.3945 -0.9197 -1.2871
H 1.1201 -1.9616 -0.7700
H -1.8711 2.0106 -0.6340
H -2.2710 1.6453 0.9840
H -3.3918 1.1085 -0.3195
H -2.3771 -1.7390 0.0832
H 1.8097 1.7401 -0.9928

***

No. 11
68
Properties=species:S:1:pos:R:3 method="wB97M-V/def2-TZVPD" spin_multiplicity=4 gap_ev="4.29 / 6.35" de_lowest_kj_mol=0.0 lumo_energy_ev="4.11 / 4.11" total_charge=-2 s_squared=3.8838 e_homo_ev="-0.180 / -2.233"
Co -1.1588 -0.1746 0.6113
N -1.7838 -0.8621 2.6205
C -0.9492 -0.2576 3.6491
C 0.2794 0.4317 3.0339
O 1.1220 0.9029 3.7851
O 0.3099 0.4494 1.7544
H -2.7716 -0.6548 2.6717
H -1.6664 -1.8630 2.5510
H -0.5871 -0.9854 4.3791
H -1.5051 0.5023 4.1996
O -5.2935 -1.1523 -3.8194
C -4.5040 -0.9611 -2.9204
C -3.0352 -0.6100 -3.0733
O -2.4304 -0.4884 -4.1265
C -2.5344 -0.4798 -1.7128
C -3.5450 -0.7249 -0.7615
O -3.2785 -0.6976 0.4813
C -4.8028 -1.0576 -1.4331
O -5.8723 -1.3730 -0.9381
O -1.3278 -0.2263 -1.3513
C 6.1075 -3.2180 -1.0742
C 5.5830 -3.4919 0.1833
C 4.4298 -2.8533 0.6073
C 3.7492 -1.9508 -0.2158
C 4.2949 -1.6797 -1.4698
C 5.4630 -2.3049 -1.8928
P 2.2864 -1.0815 0.5147
C 1.9658 0.1739 -0.7736
C 2.3634 1.4824 -0.5008
C 2.2146 2.4755 -1.4560
C 1.6397 2.1727 -2.6848
C 1.2041 0.8828 -2.9498
C 1.3718 -0.1135 -1.9979
C 0.9488 -2.3185 0.1990
C 1.2848 -3.6334 -0.1322
C 0.3282 -4.6311 -0.2373
C -1.0012 -4.3208 -0.0107
C -1.3561 -3.0116 0.2889
C -0.4075 -1.9945 0.3917
H 7.0162 -3.7060 -1.4060
H 6.0825 -4.1954 0.8392
H 4.0423 -3.0526 1.6010
H 3.8019 -0.9755 -2.1252
H 5.8659 -2.0748 -2.8723
H 2.7526 1.7209 0.4815
H 2.5023 3.4931 -1.2248
H 1.4890 2.9555 -3.4187
H 0.6921 0.6533 -3.8757
H 0.9988 -1.1105 -2.1972
H 2.3199 -3.8921 -0.3203
H 0.6269 -5.6374 -0.5071
H -1.7697 -5.0815 -0.0884
H -2.4035 -2.7697 0.4308
N -2.7110 6.4106 2.4583
C -2.0945 5.9564 1.2624
O -1.6418 6.8106 0.4814
C -2.0606 4.5446 1.0516
C -2.6802 3.5855 1.9123
C -2.5381 2.2507 1.6710
N -1.8330 1.7348 0.6355
C -1.2720 2.6365 -0.2181
C -1.3641 3.9866 -0.0625
H -2.4321 7.3656 2.6307
H -2.5498 5.8176 3.2594
H -3.3061 3.8933 2.7403
H -3.0345 1.5254 2.3060
H -0.7369 2.2048 -1.0554
H -0.8977 4.6482 -0.7795

***

No. 12
23
Properties=species:S:1:pos:R:3 method="wB97M-V/def2-TZVPD" spin_multiplicity=2 gap_ev="10.04 / 6.43" de_lowest_kj_mol=25.6 lumo_energy_ev="-4.47 / -8.08" total_charge=+1 s_squared=0.7676 e_homo_ev="-14.510 / -14.506"
C 1.2736 -2.7625 2.3578
C 1.3905 -1.2954 1.9336
H 0.2560 -3.1406 2.3460
H 1.8579 -3.3984 1.6874
H 1.7008 -2.8956 3.3486
H 1.1127 -0.6082 2.7310
H 0.6824 -1.1084 1.1120
H 2.3854 -1.0922 1.5420
C -2.0251 2.3172 0.1288
C 0.8386 1.3147 -2.1170
C -0.1140 2.0759 -1.4814
C 0.5819 -0.0412 -2.2525
C -1.1432 1.4390 -0.6817
C -0.4945 -0.6719 -1.5509
C -1.3961 0.0732 -0.8370
H 1.6924 1.7591 -2.6276
H -0.1326 3.1472 -1.6069
H 1.1408 -0.6506 -2.9554
H -0.5953 -1.7527 -1.5255
H -1.5128 3.1634 0.5753
H -2.6405 1.7283 0.7900
H -2.1961 -0.3916 -0.2831
H -2.6627 2.7915 -0.6335

***

| no. | calculated total energy (Eh) |
| --- | --- |
| 1 | -4422.01414 |
| 2 | -1435.22045 |
| 3 | -1663.37067 |
| 4 | -13532.92032 |
| 5 | -418.00889 |
| 6 | -508.68726 |
| 7 | -272.90279 |
| 8 | -264.23806 |
| 9 | -694.12130 |
| 10 | -325.70076 |
| 11 | -3686.13293 |
| 12 | -350.99925 |